Arrangement i

The following is a quantum chemistry calculation of the ion C9H12N3O with charge +1, from OMol25.

Positions of all 25 atoms, in Å:
1 C -2.968 -0.788 -0.152
2 C -2.390 -1.729 0.653
3 C -2.334 0.263 -0.792
4 C -1.033 -1.577 0.929
5 C -0.960 0.382 -0.543
6 C -0.336 -0.547 0.286
7 C 1.766 -1.179 -0.475
8 C 0.124 1.361 -1.111
9 C 0.686 2.014 1.164
10 N 1.041 -0.284 0.455
11 N 3.071 -0.979 -0.201
12 N 1.110 1.148 -0.043
13 O 1.223 -1.788 -1.347
14 H -3.947 -1.229 -0.552
15 H -3.002 -2.621 0.773
16 H -2.869 0.945 -1.450
17 H -0.385 -2.196 1.537
18 H 0.617 1.244 -2.146
19 H -0.372 2.369 -0.956
20 H -0.287 1.864 1.270
21 H 1.113 1.513 2.016
22 H 1.002 2.981 0.977
23 H 3.497 -0.966 0.729
24 H 3.556 -1.623 -0.788
25 H 2.078 1.423 -0.232

Values from the calculation:
E_HOMO	-12.83	eV
SMILES	C[N@@H+]1Cc2ccccc2N1C(N)=O
total charge	+1
LUMO energy	-2.94	eV

Atom charges from the Löwdin analysis, given in e for atoms 1 to 4: -0.0890, -0.0547, 0.0051, 0.0296

=====

Arrangement ii

The following is a quantum chemistry calculation of the ion C9H12N3O with charge +1, from OMol25.

Positions of all 25 atoms, in Å:
1 C -1.148 0.378 0.486
2 C 1.013 0.392 1.557
3 C -1.846 0.705 1.676
4 C 0.357 0.689 2.725
5 C 0.244 0.223 0.418
6 C -1.112 0.799 2.877
7 C 0.622 1.639 -2.860
8 C 1.024 1.512 -1.660
9 C 0.182 -2.177 -1.178
10 N 0.051 -3.300 -1.941
11 N 0.919 0.000 -0.806
12 N 0.670 -0.991 -1.621
13 O -1.704 1.008 4.042
14 H -1.753 0.248 -0.460
15 H 2.091 0.476 1.586
16 H -2.931 0.904 1.693
17 H 0.955 0.953 3.598
18 H 0.578 2.568 -3.456
19 H 0.282 0.800 -3.359
20 H 1.456 2.183 -1.020
21 H 0.181 -2.173 -0.074
22 H -0.025 -4.134 -1.342
23 H 0.276 -3.241 -3.003
24 H 0.748 -0.635 -2.639
25 H -1.131 1.173 4.759

Values from the calculation:
E_HOMO	-11.61	eV
SMILES	C=CN(/[NH+]=C/N)c1ccc(O)cc1
total charge	+1
LUMO energy	-3.28	eV

Atom charges from the Löwdin analysis, given in e for atoms 1 to 4: -0.0172, -0.0339, 0.0103, 0.0073

=====

Name the least stable of them. arrangement ii.

=====

Arrangement i

The following is a quantum chemistry calculation of a structure of composition H2N2P2, from OMol25.

Positions of all 6 atoms, in Å:
1 N 0.115 1.510 -0.315
2 N 0.179 -0.581 0.496
3 P 0.938 0.881 0.900
4 P -0.337 0.047 -1.060
5 H 0.725 -1.812 0.579
6 H -1.620 -0.045 -0.601

Values from the calculation:
E_HOMO	-9.65	eV
LUMO energy	0.00	eV

Atom charges from the Löwdin analysis, given in e for atoms 1 to 4: -0.6462, -0.6506, 0.6333, 0.5936

=====

Arrangement ii

The following is a quantum chemistry calculation of an isolated molecule of H2N2P2, from OMol25.

Positions of all 6 atoms, in Å:
1 N -1.289 -0.020 0.757
2 N 0.633 -0.410 -0.429
3 P -0.804 -1.289 -0.075
4 P 0.187 0.824 0.778
5 H 1.684 -0.839 -0.839
6 H -0.411 1.734 -0.193

Values from the calculation:
E_HOMO	-9.54	eV
SMILES	N1=P2=[P@H]1N2
LUMO energy	0.12	eV

Atom charges from the Löwdin analysis, given in e for atoms 1 to 4: -0.6742, -0.6156, 0.6335, 0.6012

=====

Name the least stable of them. arrangement i.

=====

Arrangement i

The following is a quantum chemistry calculation of a cluster of 2 separate species, C2H4N2Se in total, from OMol25.

Positions of all 9 atoms, in Å:
1 C -0.813 -1.788 0.261
2 C 1.182 1.127 -0.306
3 N -0.885 2.171 0.257
4 N 0.108 1.696 0.004
5 Se -2.110 -0.678 -0.093
6 H -0.702 -2.251 1.233
7 H -0.047 -2.052 -0.456
8 H 1.283 0.729 -1.298
9 H 1.984 1.045 0.398

Values from the calculation:
E_HOMO (alpha / beta)	-8.50 / -8.50	eV
LUMO energy (alpha / beta)	-0.45 / -0.46	eV

Atom charges from the Löwdin analysis, given in e for atoms 1 to 4: -0.5920, -0.0671, 0.1781, -0.2488

=====

Arrangement ii

The following is a quantum chemistry calculation of an isolated molecule of C2H4N2Se, from OMol25.

Positions of all 9 atoms, in Å:
1 C -0.039 1.388 -0.014
2 C -0.018 -1.344 -0.012
3 N 1.144 0.664 -0.109
4 N 1.102 -0.558 -0.008
5 Se -1.647 0.051 -0.046
6 H -0.069 1.711 0.949
7 H -0.424 2.053 -0.744
8 H -0.001 -1.874 -0.871
9 H -0.050 -2.092 0.857

Values from the calculation:
E_HOMO	-8.61	eV
SMILES	C1N=NC[Se]1
LUMO energy	0.56	eV

Atom charges from the Löwdin analysis, given in e for atoms 1 to 4: -0.4276, -0.4079, -0.0247, -0.0762

=====

Name the least stable of them. arrangement i.